93
Properties=species:S:1:pos:R:3:forces:R:3 method="wB97M-V/def2-TZVPD" total_charge=0 lumo_ev=-0.07 gap_ev=10.818 homo_energy_ev=-10.89 e_tot_ev=-64484.3464
O 12.343 15.998 10.960 -0.33 -0.47 1.21
H 12.821 16.550 10.351 0.15 0.25 -1.14
H 12.697 16.237 11.826 -0.08 -0.19 0.29
O 8.528 9.605 10.280 0.25 -0.37 0.48
H 9.072 8.860 10.652 -0.26 0.32 -0.53
H 8.342 10.167 11.058 0.23 -0.04 -0.38
O 15.099 13.844 12.686 -0.97 0.22 -0.01
H 14.844 13.603 11.788 0.36 -0.49 -0.21
H 14.364 14.443 12.911 0.61 0.19 0.33
O 12.388 12.524 13.803 1.65 0.92 0.11
H 11.967 11.732 14.150 0.13 -0.78 0.25
H 13.387 12.497 13.942 -1.66 -0.44 -0.09
O 8.536 8.676 7.709 0.06 0.35 0.76
H 8.408 9.176 8.557 -0.03 -0.34 -0.65
H 8.346 9.241 6.966 -0.16 0.33 -0.19
O 12.435 16.659 8.441 0.06 1.00 -1.25
H 12.346 17.359 7.764 0.12 -0.13 0.81
H 12.455 15.882 7.846 -0.33 -0.34 0.46
O 11.193 14.754 14.931 1.50 -1.16 0.42
H 10.457 15.117 14.442 -0.31 0.27 -0.83
H 11.502 13.927 14.428 -0.43 1.40 0.78
O 8.677 13.387 10.561 0.40 -0.07 0.91
H 9.054 14.283 10.476 -0.47 -0.24 -0.73
H 8.131 13.162 9.799 0.10 0.51 -0.43
O 12.109 14.404 7.159 -0.03 -0.72 -0.43
H 11.596 13.627 6.841 -0.29 0.53 0.23
H 12.902 13.936 7.435 0.56 -0.22 0.13
O 15.003 9.073 9.175 0.37 0.58 0.43
H 15.536 8.370 9.554 -0.19 -0.15 -0.13
H 14.196 8.704 8.814 -0.29 -0.36 -0.37
O 13.779 12.068 7.806 0.71 -0.31 0.73
H 13.981 12.074 8.796 -0.09 -0.22 -1.18
H 14.510 11.528 7.443 -0.59 0.45 0.21
O 10.335 10.714 17.655 -1.13 -2.06 -1.14
H 11.182 11.125 17.734 0.93 1.25 0.70
H 9.600 11.093 18.116 0.09 0.71 0.45
O 14.226 11.750 10.438 1.01 -0.21 -0.25
H 13.350 12.060 10.668 -0.69 0.29 0.54
H 14.297 10.800 10.589 0.05 0.01 -0.13
O 13.685 16.127 13.941 -0.09 0.19 -0.33
H 12.879 16.011 14.460 -0.27 -0.17 0.12
H 13.861 17.075 13.920 0.06 -0.13 0.11
O 9.473 16.024 9.936 -0.23 -0.30 1.49
H 10.386 15.936 10.246 0.38 0.36 -0.24
H 9.509 16.109 8.997 0.25 0.07 -1.02
O 12.007 9.442 11.958 0.60 -0.05 -0.86
H 11.278 9.847 12.445 -0.09 0.30 -0.50
H 12.063 9.848 11.056 -0.55 -0.31 1.25
O 9.258 12.941 15.610 -0.17 0.09 -0.25
H 8.412 13.016 16.053 -0.23 -0.08 0.13
H 9.652 13.827 15.658 0.33 -0.21 0.12
O 7.919 12.453 7.994 -0.25 0.82 -0.30
H 8.742 12.734 7.550 -0.21 -0.33 0.02
H 8.163 11.679 8.486 0.21 -0.78 0.24
O 12.066 13.045 11.251 -0.24 0.40 0.70
H 12.209 12.881 12.237 -0.36 0.07 -0.97
H 12.012 14.018 11.140 0.17 -0.43 -0.17
O 17.025 9.680 13.262 -0.33 -1.11 -0.08
H 17.868 9.564 13.714 -0.01 0.21 0.03
H 16.754 8.754 13.074 0.18 0.92 0.09
O 10.863 10.267 14.918 -0.39 -0.44 0.87
H 10.490 10.601 15.776 0.15 0.09 -0.51
H 10.798 9.305 15.078 0.22 0.57 -0.42
O 9.506 11.333 12.054 0.36 -0.23 -0.26
H 9.541 11.461 13.007 0.09 0.49 -0.01
H 9.660 12.163 11.534 -0.59 -0.25 0.96
O 9.351 14.858 13.132 -0.20 0.57 -0.52
H 8.808 14.139 13.480 -0.25 0.07 -0.46
H 8.906 15.319 12.392 0.03 -0.63 0.67
O 10.996 11.143 9.336 0.37 0.48 0.98
H 10.136 10.900 9.689 -0.68 -0.83 0.03
H 11.277 11.753 10.066 0.24 0.13 -0.84
O 10.182 7.307 10.748 -0.72 1.10 1.26
H 10.104 6.726 10.001 0.19 -0.63 -0.92
H 11.066 7.488 11.065 0.35 -0.14 -0.24
O 14.430 10.683 14.919 0.68 0.25 -0.47
H 15.178 10.592 14.299 0.17 0.56 0.30
H 14.041 9.829 14.779 -0.84 -0.72 0.13
O 12.483 9.108 7.522 0.57 0.13 0.06
H 12.444 9.915 8.032 0.55 1.24 -0.05
H 11.739 8.705 7.938 -1.17 -1.27 0.11
O 11.553 15.489 18.373 0.43 -0.67 0.57
H 11.707 15.220 17.464 -0.06 0.04 -0.30
H 12.043 14.836 18.914 -0.42 0.63 -0.40
O 10.484 12.198 6.883 0.13 -1.01 0.91
H 10.649 11.681 7.750 0.17 1.00 -1.25
H 10.684 11.579 6.167 -0.03 0.10 0.17
O 9.179 6.244 8.417 -0.70 -0.70 -0.19
H 8.841 7.070 8.008 0.21 -0.10 0.14
H 8.422 5.628 8.373 0.69 0.39 0.12
O 12.747 11.912 17.444 0.16 -1.51 0.27
H 12.961 11.525 16.581 0.23 0.41 0.07
H 12.611 12.837 17.344 -0.09 1.12 -0.52